Entry from the Open Molecules 2025 dataset: a cluster of 9 separate species, C27H47NO13 in total at a distorted geometry (ωB97M-V with the def2-TZVPD basis set).

Computed properties:
* spin multiplicity: 2
* net charge: -1
* E_LUMO (alpha / beta): 2.10 / 2.07 eV
* HOMO level (alpha / beta): 0.036 / -6.150 eV
* expectation value of S²: 0.750
* frontier orbital gap (alpha / beta): 0.0759 / 0.3022 Eh

```
88
Properties=species:S:1:pos:R:3:forces:R:3:lowdin_charge:R:1
O 1.98362 -3.26065 1.56001 0.6 -0.2 -1.1 0.07
C 2.74188 -4.03488 0.99135 -2.0 1.4 0.9 -0.57
O 3.31806 -4.95924 1.68453 1.7 -2.1 1.7 0.04
C 4.29158 -5.76257 0.93559 -1.3 0.4 1.0 -0.15
C 4.04068 -5.43728 -0.50168 -0.2 1.1 -0.6 -0.17
C 3.11566 -4.15350 -0.42645 0.9 -0.9 -1.2 -0.14
H 4.03354 -6.79306 1.17972 0.5 0.0 0.2 0.12
H 5.27336 -5.43007 1.27270 0.0 -0.4 0.1 0.12
H 3.60157 -6.26668 -1.05608 -0.2 0.2 0.1 0.10
H 5.02068 -5.22487 -0.92900 -0.2 0.2 -0.5 0.09
H 2.22500 -4.23922 -1.04892 0.1 0.2 0.0 0.10
H 3.67616 -3.25249 -0.67567 -0.1 0.2 -0.4 0.08
O -2.59955 -1.20109 1.23544 2.8 0.7 -1.9 0.07
C -1.55320 -0.81687 0.70636 -1.7 0.4 -0.2 -0.33
O -1.42258 -0.57093 -0.70960 -3.3 -1.4 3.9 -0.03
C -0.23832 0.04864 -1.04995 0.1 1.2 0.0 -0.23
C 0.61870 0.16168 0.21801 0.2 -1.9 -0.7 -0.14
C -0.24847 -0.39228 1.36694 1.1 0.5 -0.8 -0.06
H -0.41180 1.08629 -1.33505 -0.5 -0.2 -0.8 0.09
H -0.00061 -0.62479 -1.87340 1.6 0.8 -0.2 0.11
H 1.00558 1.15318 0.45329 0.2 -0.2 -0.5 0.10
H 1.36155 -0.59704 -0.02820 0.9 0.5 0.7 0.09
H -0.30621 0.41198 2.10038 -0.9 -0.3 0.2 0.11
H 0.35634 -1.18300 1.81086 -0.7 -0.4 0.2 0.10
O -0.35611 6.43086 3.89365 0.1 0.3 -0.2 0.12
C 0.55247 5.91655 3.31791 2.2 -0.3 -0.4 -0.48
O 0.46842 4.70804 2.74945 -1.5 -0.8 0.0 -0.02
C 1.65003 4.10412 2.25614 1.8 2.3 -0.4 -0.14
C 2.78142 5.27341 2.25708 -2.5 -0.2 0.9 -0.13
C 2.06401 6.29149 3.19189 0.4 0.0 0.6 -0.08
H 1.47483 3.88770 1.20231 0.0 -1.0 0.4 0.11
H 1.96193 3.32687 2.95376 -0.2 -0.4 -0.6 0.12
H 2.88705 5.70288 1.26084 0.3 -0.3 0.1 0.10
H 3.70750 4.91706 2.70817 0.0 0.1 -0.4 0.10
H 2.29931 7.34137 3.01729 -0.4 0.0 -0.3 0.11
H 2.45468 6.11289 4.19368 -0.1 0.0 0.3 0.11
O -6.85033 -1.09922 -2.67571 2.2 -2.6 1.5 0.05
C -5.96719 -1.90518 -2.29011 -6.6 4.0 2.1 -0.50
O -5.05689 -2.28223 -3.06317 3.0 -1.7 -1.3 0.08
C -4.21888 -3.20097 -2.35850 1.5 -1.4 0.1 -0.14
C -4.49003 -3.23519 -0.86053 -0.6 0.6 0.5 -0.16
C -5.78199 -2.43649 -0.82054 0.2 1.7 -0.2 -0.06
H -3.19402 -2.87410 -2.53429 0.0 -0.5 -0.4 0.12
H -4.47384 -4.21499 -2.66651 0.5 0.1 -0.9 0.13
H -3.71759 -2.73738 -0.27434 0.0 0.1 -0.2 0.08
H -4.58712 -4.23314 -0.43302 0.0 -0.1 -0.4 0.11
H -5.53698 -1.51446 -0.29334 -0.2 0.3 0.1 0.12
H -6.65750 -2.78026 -0.26974 0.0 -0.4 -0.7 0.12
O -5.66253 0.84213 -4.51792 3.4 1.3 -0.3 0.06
C -4.44111 1.11630 -4.54350 -5.0 -5.9 -1.8 -0.52
O -3.91591 2.09696 -3.97280 3.0 4.2 2.3 0.10
C -2.45204 2.06006 -4.05973 1.3 -0.9 -0.3 -0.09
C -2.11985 0.66877 -4.60341 1.7 -0.9 1.5 -0.20
C -3.35448 0.28242 -5.23727 -2.1 0.7 -2.4 -0.11
H -1.90589 2.12213 -3.11847 -1.0 0.5 0.4 0.10
H -1.99969 2.81210 -4.70619 -0.8 0.4 -0.1 0.12
H -1.89319 -0.02031 -3.78985 0.1 0.1 0.4 0.11
H -1.25790 0.57940 -5.26458 0.0 0.6 0.0 0.12
H -3.55561 -0.73237 -5.58055 -0.2 0.0 0.9 0.13
H -3.30402 0.83186 -6.17731 -0.3 0.1 -0.7 0.13
C -1.19491 2.11657 4.96854 -0.8 -1.1 -0.1 -0.15
O -2.12555 2.48219 6.00788 0.9 0.3 -0.7 -0.12
H -1.68360 1.37075 4.34162 -0.2 -0.1 0.1 0.07
H -0.91007 2.90538 4.27230 0.1 0.4 0.4 0.06
H -0.35863 1.59519 5.43427 0.4 0.3 -0.2 0.08
H -1.58782 3.08891 6.52202 -0.4 0.2 0.4 0.06
C -1.93307 -3.83466 3.14530 -2.1 2.0 -0.2 -0.19
O -2.12908 -4.70157 4.22156 0.7 -1.7 0.3 -0.12
H -2.49110 -4.16808 2.27036 0.6 -0.8 -0.1 0.07
H -2.58218 -2.99177 3.38258 0.4 0.8 -0.2 0.07
H -0.96190 -3.42875 2.86218 0.4 -0.7 0.4 0.07
H -1.89507 -4.31921 5.07046 0.1 0.3 -0.3 0.08
C 2.17260 2.40693 -3.48322 0.4 1.0 0.0 -0.22
O 0.85948 1.98387 -3.18221 -0.1 -0.6 -0.5 -0.13
H 2.48422 2.15968 -4.49804 -0.4 -0.4 0.0 0.07
H 2.22034 3.49507 -3.44103 0.1 0.3 0.0 0.07
H 2.94260 2.05245 -2.79800 -0.3 -0.4 0.1 0.03
H 0.46835 2.56257 -2.52363 0.3 0.2 0.1 0.05
N 4.30753 0.58357 -0.62436 -0.5 -2.8 1.0 0.00
C 4.56951 1.87555 -0.73592 -0.7 1.0 2.6 -0.20
C 4.48098 2.32603 0.58789 1.0 2.1 -0.8 -0.15
C 4.24839 1.26997 1.49660 -0.5 0.5 -0.2 -0.14
C 4.09792 0.17007 0.72899 0.5 -0.4 -2.9 -0.15
H 4.24945 -0.02804 -1.42602 -0.1 -0.5 0.0 0.04
H 4.63793 2.41163 -1.67098 0.3 -0.2 0.2 0.09
H 4.72583 3.35457 0.80825 -0.2 0.1 0.4 0.07
H 4.04811 1.31388 2.55696 0.3 0.1 0.0 0.09
H 3.90592 -0.87277 0.93397 -0.1 0.1 0.0 0.09
```
Forces are in eV/Å.

---

Entry from the Open Molecules 2025 dataset: a structure of composition C27H48BBr2NO8P at a distorted geometry (ωB97M-V with the def2-TZVPD basis set).

Computed properties:
* net charge: -1
* E_LUMO: 2.40 eV
* HOMO level: -4.838 eV
* frontier orbital gap: 0.2659 Eh

```
88
Properties=species:S:1:pos:R:3:forces:R:3:lowdin_charge:R:1
C 3.40068 1.86021 3.89527 0.5 0.0 -0.4 -0.08
C 4.07187 1.46613 2.56733 -0.2 -0.1 -0.1 -0.22
C 3.06023 1.23643 1.45017 0.1 0.6 0.2 -0.29
O 1.99991 0.38109 1.82130 0.3 -0.2 -0.2 -0.18
C 2.35618 -0.98184 1.97895 -0.3 0.1 0.1 -0.09
C 2.02665 -1.94391 0.81918 -0.1 -0.3 0.5 -0.32
C 3.29068 -2.30031 0.03330 0.3 0.4 -0.4 -0.11
O 4.18892 -1.19207 -0.09319 -0.2 -0.1 0.0 -0.20
C 4.72611 -1.04669 -1.38429 0.0 0.2 0.2 -0.11
O 1.62825 -3.13385 1.48402 0.3 -0.1 -0.2 0.00
B 0.89956 -3.98201 0.50979 -0.1 -0.2 0.8 -0.87
C 1.68939 -5.24094 -0.14782 0.3 0.8 0.1 -0.03
P -0.67108 -4.80544 1.48689 -0.2 -0.1 -1.2 0.59
N -1.95746 -4.99219 0.60056 0.0 0.2 0.1 -0.20
O -1.06928 -4.01946 2.86572 0.1 -0.1 0.4 -0.21
O -0.24958 -6.26954 2.09168 0.1 0.2 0.5 -0.20
O 0.39432 -2.98946 -0.44612 0.2 0.1 -0.6 -0.03
C 0.76820 -1.65004 -0.07388 -0.1 -1.4 -0.1 -0.33
C -0.41619 -1.08789 0.72670 0.2 0.0 0.1 -0.05
O -1.22757 -0.21805 -0.05756 0.0 0.1 0.2 -0.08
C -1.66900 0.92924 0.53933 -0.3 0.5 0.2 -0.23
C -0.78663 1.82525 1.14004 -0.2 0.5 0.3 0.02
C -1.22464 3.02885 1.71524 -0.3 -0.5 -0.4 -0.25
C -0.23668 3.94224 2.39009 0.1 -0.5 -0.1 -0.04
C -2.58265 3.34886 1.62947 0.3 -0.7 -0.1 -0.06
C -3.45531 2.44718 1.02873 0.3 -0.3 0.0 -0.03
C -3.03626 1.21525 0.49275 0.0 0.6 0.0 -0.14
C -4.07946 0.26244 -0.05385 -0.1 -0.2 0.1 -0.34
C -4.48406 -0.77560 1.03184 0.0 0.6 -0.1 -0.04
C -3.74315 -0.43431 -1.37150 0.0 -0.3 0.2 -0.07
C 1.01275 -1.05344 -1.45479 -0.5 0.7 -0.2 -0.54
Br 1.38224 0.87406 -1.38690 0.4 -0.2 0.1 0.84
C -0.11055 -1.46769 -2.45666 0.3 0.7 0.0 -0.67
C 0.39602 -2.52577 -3.40685 -0.4 0.0 0.0 -0.14
Br -0.74247 0.05275 -3.55458 -0.2 -0.3 -0.3 0.70
H 2.32504 1.89527 3.76626 -0.2 -0.1 0.2 0.06
H 3.66322 1.14872 4.67034 -0.2 -0.1 0.2 0.07
H 3.74250 2.84360 4.20567 0.0 0.1 0.2 0.06
H 4.72800 2.26120 2.21629 0.2 0.1 0.0 0.10
H 4.69522 0.58168 2.67532 0.1 -0.1 0.1 0.09
H 2.59525 2.20119 1.23355 -0.2 0.0 0.0 0.11
H 3.54914 0.91855 0.53484 0.1 -0.2 0.0 0.07
H 1.78966 -1.36124 2.82473 -0.2 0.0 0.1 0.14
H 3.40502 -1.08359 2.24736 0.2 0.0 -0.1 0.13
H 3.78953 -3.10747 0.56306 0.1 -0.1 0.3 0.15
H 3.06340 -2.68339 -0.96006 -0.2 -0.1 -0.1 0.11
H 3.95479 -0.75846 -2.10249 -0.1 -0.1 -0.2 0.07
H 5.24458 -1.95037 -1.70793 0.0 -0.1 -0.1 0.09
H 5.44054 -0.22867 -1.34310 0.1 0.1 0.0 0.09
H 2.47516 -4.88863 -0.82341 0.0 0.0 -0.2 0.04
H 2.19568 -5.78903 0.64347 -0.1 -0.3 0.1 0.05
H 1.03007 -5.90452 -0.70089 -0.1 -0.2 0.0 0.05
H -1.77266 -4.61128 -0.32086 -0.1 0.0 -0.1 -0.05
H -1.90411 -3.57507 2.68051 -0.1 -0.1 0.0 0.04
H -0.14173 -6.24297 3.04857 0.0 0.0 0.0 0.05
H -1.03138 -1.94522 0.98147 -0.1 -0.2 0.1 0.13
H -0.08469 -0.63640 1.65588 -0.1 0.4 -0.1 0.13
H 0.26609 1.58334 1.17122 0.0 -0.1 0.0 0.07
H -0.51600 4.10820 3.42698 -0.1 0.2 0.1 0.08
H 0.73679 3.45791 2.40455 0.2 0.0 0.0 0.05
H -0.13478 4.88987 1.86903 -0.1 0.2 0.0 0.08
H -2.95023 4.27814 2.03769 -0.1 0.1 0.0 0.10
H -4.50814 2.69079 0.97343 -0.1 0.0 0.0 0.11
H -4.96203 0.87343 -0.23533 -0.1 0.2 -0.1 0.12
H -4.39314 -1.79479 0.67285 0.1 -0.2 0.1 0.07
H -3.87222 -0.61717 1.91505 0.1 -0.3 0.1 0.08
H -5.51050 -0.60020 1.34412 -0.2 -0.1 0.0 0.07
H -3.17564 -1.33912 -1.17098 0.2 0.0 -0.1 0.07
H -4.65665 -0.75118 -1.87087 -0.2 0.0 -0.1 0.08
H -3.16173 0.17795 -2.05025 0.0 0.2 -0.1 0.02
H 1.92834 -1.45536 -1.85860 0.2 -0.1 0.0 0.06
H -0.99561 -1.76846 -1.92291 -0.1 -0.1 0.1 0.07
H 1.18065 -2.10212 -4.02828 0.2 -0.1 0.0 0.07
H -0.41435 -2.84989 -4.05351 0.0 -0.1 -0.1 0.07
H 0.73860 -3.38019 -2.83034 0.2 0.0 0.0 0.08
C -1.57521 5.15162 -3.61752 0.1 0.0 0.0 -0.17
C -1.74473 3.63819 -3.72047 -0.1 0.0 0.0 -0.18
C -1.66032 3.22014 -2.25972 0.2 0.1 0.1 -0.22
O -2.19408 4.31018 -1.49671 0.0 0.2 -0.2 -0.14
C -2.33103 5.45731 -2.32991 -0.1 -0.1 0.0 -0.21
H -1.96336 5.70018 -4.47580 0.0 0.0 0.0 0.11
H -0.51776 5.40161 -3.50210 0.0 0.0 0.0 0.11
H -2.73100 3.39799 -4.12678 0.0 0.0 0.0 0.12
H -0.99367 3.15051 -4.34000 0.0 0.0 0.0 0.09
H -0.62374 3.04984 -1.95167 0.0 -0.1 0.0 0.09
H -2.23046 2.32441 -2.03946 -0.1 -0.1 0.1 0.08
H -3.39765 5.62262 -2.52771 0.0 0.1 0.0 0.11
H -1.93867 6.33085 -1.80491 0.0 0.0 0.0 0.11
```
Forces are in eV/Å.

---

Entry from the Open Molecules 2025 dataset: a structure of composition C27H48BClCrN10O6S3 at a distorted geometry (ωB97M-V with the def2-TZVPD basis set).

Computed properties:
* spin multiplicity: 5
* E_LUMO (alpha / beta): 0.45 / 0.44 eV
* HOMO level (alpha / beta): -6.991 / -7.044 eV
* expectation value of S²: 6.015
* frontier orbital gap (alpha / beta): 0.2736 / 0.2751 Eh

```
97
Properties=species:S:1:pos:R:3:forces:R:3:lowdin_charge:R:1
Cr 1.52178 -0.64278 -0.17489 -1.2 0.2 0.4 0.53
C 2.00938 4.23842 -2.75799 -0.1 -0.1 0.0 -0.04
C 0.58528 3.76102 -3.05679 0.5 0.0 -0.6 -0.55
C -0.10402 4.81062 -3.93319 0.0 -0.2 0.2 -0.05
C 0.58448 2.42282 -3.80069 0.1 0.0 0.0 -0.04
N -0.13212 3.60542 -1.78799 -0.2 -0.4 0.7 0.00
C -1.20412 4.35712 -1.38149 -0.4 0.2 0.4 -0.04
C -1.53332 3.95562 -0.13629 -0.1 0.4 -0.2 -0.07
N -0.67322 2.96382 0.24261 0.4 0.3 -0.4 0.02
B -0.74372 2.37642 1.66381 0.0 -0.3 -0.2 -0.59
N 0.60008 1.72042 2.05001 0.4 -0.1 0.4 0.02
C 1.72518 2.50402 2.11901 0.4 0.1 0.4 -0.10
C 2.72058 1.78362 2.67251 0.0 0.8 -0.1 -0.05
N 2.22768 0.53292 2.95631 -0.4 0.4 -0.6 0.00
C 0.92918 0.50502 2.53671 -0.4 -0.1 0.3 -0.68
S -0.11942 -0.80878 2.66971 -0.4 -0.8 0.2 0.79
C 2.92418 -0.50178 3.72721 0.2 -0.7 0.5 -0.55
C 2.18008 -0.70488 5.05281 0.0 0.0 -0.1 -0.04
C 2.99008 -1.81208 2.93951 -0.1 0.0 -0.1 -0.04
C 4.35578 -0.05228 4.02231 -0.2 0.1 -0.1 -0.04
N -1.96662 1.45482 1.80611 -0.5 0.0 0.1 0.02
C -2.49992 1.22512 3.04791 -0.5 0.0 0.3 -0.11
C -3.65132 0.54202 2.90391 0.2 0.3 0.6 -0.05
N -3.85112 0.33462 1.55881 0.7 0.3 0.2 0.00
C -2.79932 0.90042 0.89621 0.1 -0.1 -0.3 -0.66
S -2.57632 0.89612 -0.76979 0.0 0.3 -1.1 0.74
C -5.01002 -0.33168 0.96241 -0.5 -0.3 -0.5 -0.56
C -5.74322 0.66322 0.05871 0.1 0.0 0.0 -0.05
C -5.95662 -0.80838 2.06381 0.2 0.1 -0.1 -0.05
C -4.54582 -1.54808 0.15521 0.0 0.1 0.0 -0.06
C 0.16608 2.74042 -0.77999 0.1 -0.2 0.2 -0.60
S 1.47918 1.65382 -0.82379 0.2 0.2 -0.3 0.82
H 2.54498 4.39502 -3.68929 0.1 0.0 -0.2 0.09
H 2.54238 3.49882 -2.17009 0.1 0.0 0.0 0.04
H 1.98608 5.17572 -2.20499 0.0 0.1 0.0 0.09
H 0.45958 4.90832 -4.85779 0.1 0.0 0.0 0.09
H -0.11992 5.78652 -3.45359 0.0 0.1 0.0 0.08
H -1.11852 4.51342 -4.18749 -0.1 0.0 0.0 0.09
H 0.94418 2.56082 -4.81589 0.0 0.1 -0.2 0.09
H -0.42632 2.02202 -3.83349 -0.1 -0.1 0.0 0.09
H 1.22928 1.70712 -3.29989 -0.1 0.0 -0.1 0.03
H -1.65042 5.10972 -1.99279 -0.1 0.1 -0.1 0.11
H -2.30932 4.29782 0.51601 -0.2 0.1 0.1 0.13
H -0.90702 3.29902 2.41551 -0.1 0.2 0.1 0.13
H 1.72358 3.51642 1.76981 0.0 0.2 -0.1 0.13
H 3.72958 2.07242 2.86521 0.2 0.0 0.0 0.12
H 1.18068 -1.09218 4.87411 0.0 0.0 0.0 0.03
H 2.09798 0.23512 5.59531 0.0 0.1 0.1 0.09
H 2.72768 -1.41488 5.66611 0.1 -0.1 0.1 0.09
H 1.99538 -2.18678 2.71331 0.1 0.0 0.0 0.03
H 3.50758 -2.56158 3.53361 0.1 0.0 0.1 0.09
H 3.52958 -1.66298 2.00531 0.1 -0.1 0.1 0.07
H 4.37758 0.84142 4.64221 0.0 0.1 0.0 0.09
H 4.89888 0.12762 3.09801 0.1 0.0 -0.1 0.09
H 4.86158 -0.84638 4.56481 0.0 -0.1 0.0 0.09
H -2.01392 1.56792 3.93681 0.1 0.0 0.2 0.12
H -4.33072 0.20742 3.65511 -0.1 -0.1 0.1 0.11
H -6.07602 1.52432 0.63391 -0.1 0.1 0.1 0.09
H -6.60992 0.18612 -0.38919 -0.2 -0.1 0.0 0.09
H -5.08212 1.00632 -0.73259 -0.1 0.0 0.0 0.02
H -6.34062 0.02792 2.64351 -0.1 0.1 0.1 0.09
H -5.45782 -1.51028 2.72721 0.0 -0.1 0.1 0.09
H -6.79812 -1.31878 1.60421 -0.1 0.0 -0.1 0.09
H -3.89712 -1.22818 -0.65539 0.0 -0.1 0.0 0.01
H -5.40942 -2.05578 -0.26589 -0.1 -0.1 0.0 0.09
H -4.00782 -2.24228 0.79811 0.1 -0.1 0.1 0.09
N -0.47152 -1.30008 -0.34009 -0.4 0.0 -0.3 -0.05
C -0.61472 -2.75918 -0.19849 0.3 -0.4 0.1 -0.26
C -1.43642 -3.45708 -1.29309 0.1 0.1 0.0 -0.13
C -1.22342 -2.97838 -2.73809 0.2 0.0 0.1 -0.15
C 0.22198 -2.76508 -3.20469 -0.1 0.4 -0.2 -0.16
N 1.08668 -3.87878 -2.84799 -0.2 -0.1 0.3 0.10
C 2.39218 -3.72468 -2.59309 0.3 -0.6 -0.6 -0.45
N 2.98568 -4.60638 -1.78689 0.1 0.0 0.1 0.21
N 3.12128 -2.83378 -3.27409 0.0 -0.1 0.1 0.21
C 0.79038 -3.39368 -0.10349 -1.0 -0.4 0.0 -0.59
O 0.89338 -4.62998 -0.14119 -0.1 0.0 0.4 0.00
O 1.75948 -2.59088 -0.05749 0.8 0.1 0.2 -0.10
H -0.79592 -0.87528 0.54401 0.0 0.0 -0.3 -0.03
H -1.10942 -0.92318 -1.05019 0.3 0.0 0.3 0.00
H -1.09522 -2.97928 0.76491 0.1 0.0 -0.1 0.15
H -2.50032 -3.34268 -1.07799 0.0 0.0 0.0 0.10
H -1.20852 -4.52458 -1.20019 -0.1 0.1 0.0 0.11
H -1.74012 -2.02588 -2.87949 0.0 0.0 -0.1 0.11
H -1.70832 -3.70958 -3.38889 0.0 0.1 -0.1 0.12
H 0.62748 -1.84638 -2.75339 -0.1 -0.1 -0.1 0.11
H 0.21878 -2.64158 -4.29509 0.0 0.1 0.2 0.13
H 0.64188 -4.61108 -2.30599 0.2 0.1 0.0 0.14
H 2.37668 -4.93978 -1.01519 0.2 0.2 -0.2 0.10
H 3.93218 -4.38108 -1.51689 0.0 0.0 0.0 0.12
H 2.66068 -2.05478 -3.72059 0.0 -0.2 0.0 0.11
H 4.01288 -2.60038 -2.84829 -0.3 0.1 -0.1 0.10
O 5.29438 0.15862 -1.25819 0.6 0.7 0.1 -0.26
Cl 4.10668 -0.55658 -1.01389 3.2 -0.9 -2.2 0.63
O 3.18428 -0.34308 -2.08449 -1.2 0.4 -0.5 -0.39
O 4.38268 -1.95408 -0.95849 0.4 -0.9 0.5 -0.32
O 3.54368 -0.13598 0.22461 -1.5 0.5 1.8 -0.41
```
Forces are in eV/Å.

---

Number 1: M 593.667 g/mol. Number 2: M 716.274 g/mol. Number 3: M 803.207 g/mol.